#w
DFT (ωB97M-V with the def2-TZVPD basis set) results for a cluster of 2 separate species, CHF2NO3 in total.

Summary:
* LUMO level: -1.8 eV
* HOMO level: -12.453 eV
* Kohn-Sham gap: 0.392 Eh
* SMILES: O=C(F)[N+](=O)[O-].F
* multiplicity: 1

Positions of all 8 atoms, in Å:
C: 1.13695 0.47183 0.03366
N: 0.49475 -0.85254 -0.30470
O: 1.03931 -1.90772 -0.15183
O: -0.67260 -0.66057 -0.69973
O: 0.69217 1.48906 -0.16813
F: -2.55354 0.74887 0.78515
F: 2.34032 0.23675 0.53711
H: -2.47736 0.47431 -0.03154

=====

#x
DFT (ωB97M-V with the def2-TZVPD basis set) results for a cluster of 2 separate species, CHF2NO3 in total.

Summary:
* LUMO level (alpha / beta): -1.8 / -2.0 eV
* HOMO level (alpha / beta): -11.288 / -10.476 eV
* Kohn-Sham gap (alpha / beta): 0.348 / 0.312 Eh
* multiplicity: 1

Positions of all 8 atoms, in Å:
C: 0.16066 -0.38514 -0.62526
N: 0.84123 0.64940 0.22678
O: 1.98948 0.38233 0.38899
O: 0.29352 1.62978 0.60075
O: -1.40003 -0.64869 1.02370
F: -0.51194 -0.05848 -1.72943
F: 0.64281 -1.54074 -0.71605
H: -2.01574 -0.02844 0.83053

=====

Which of them is most stable? Easy: #w.

=====

#w
DFT (ωB97M-V with the def2-TZVPD basis set) results for a cluster of 2 separate species, CHF2NO3 in total.

Summary:
* LUMO level: 0.0 eV
* HOMO level: -10.629 eV
* Kohn-Sham gap: 0.392 Eh
* SMILES: O=C(F)F.O=NO
* multiplicity: 1

Positions of all 8 atoms, in Å:
C: 1.13076 -1.04978 0.04890
N: -1.32649 0.55162 -0.27704
O: -0.96470 1.72862 0.42959
O: -1.42214 0.63635 -1.42254
O: 1.27969 -0.68177 1.15384
F: 1.40329 -0.36204 -1.01775
F: 0.87459 -2.27368 -0.31524
H: -0.97500 1.45069 1.40025

=====

#x
DFT (ωB97M-V with the def2-TZVPD basis set) results for a cluster of 2 separate species, CHF2NO3 in total.

Summary:
* LUMO level (alpha / beta): -2.1 / -2.1 eV
* HOMO level (alpha / beta): -11.086 / -11.087 eV
* Kohn-Sham gap (alpha / beta): 0.330 / 0.331 Eh
* multiplicity: 1

Positions of all 8 atoms, in Å:
C: -0.55584 0.26471 0.37876
N: 0.85909 -0.25423 0.39524
O: 1.51241 0.13743 -0.51795
O: 1.22882 -0.99073 1.27089
O: -0.74019 1.15370 -0.48946
F: -0.79191 -1.38229 -0.94416
F: -1.39844 -0.18532 1.19465
H: -0.11394 1.25673 -1.28797

=====

Which of them is most stable? Easy: #w.

=====

#w
DFT (ωB97M-V with the def2-TZVPD basis set) results for the molecule C20H28N2O5.

Summary:
* LUMO level: 0.6 eV
* HOMO level: -7.604 eV
* Kohn-Sham gap: 0.303 Eh
* SMILES: CCn1cc(C(=O)NCCCOC(C)C)c2cc(OC)c(OC)cc2c1=O
* multiplicity: 1

Positions of all 55 atoms, in Å:
C: 1.09895 3.39082 1.10699
H: 1.64308 2.52896 1.48929
H: 0.30138 3.63667 1.80346
C: 0.51186 3.09083 -0.26845
N: -0.40284 1.96588 -0.21533
C: 0.10606 0.70777 -0.18662
C: -0.66626 -0.40689 -0.12209
C: -2.09502 -0.25029 -0.10580
C: -2.97983 -1.33666 -0.07565
C: -4.34301 -1.14495 -0.05386
C: -4.87233 0.17743 -0.04340
C: -4.00740 1.24487 -0.07024
C: -2.61934 1.05039 -0.10590
C: -1.76621 2.22794 -0.15058
O: -2.17320 3.37994 -0.14590
H: -4.35512 2.26537 -0.07000
O: -6.22828 0.26245 -0.01011
C: -6.80825 1.54383 -0.01074
H: -6.54612 2.10307 -0.91455
H: -6.50816 2.12125 0.86966
H: -7.88427 1.37912 0.01391
O: -5.26692 -2.13633 -0.03883
C: -4.81500 -3.46890 -0.08033
H: -5.71439 -4.08242 -0.09732
H: -4.22155 -3.66448 -0.97850
H: -4.22097 -3.71871 0.80464
H: -2.56136 -2.32817 -0.09752
C: -0.01788 -1.74764 -0.14106
O: -0.41604 -2.68560 -0.80853
N: 1.05635 -1.84878 0.67929
H: 1.39097 -1.02690 1.15517
C: 1.95311 -2.97843 0.62579
C: 3.40558 -2.53782 0.42996
C: 3.55307 -1.50115 -0.69198
O: 3.23257 -0.19368 -0.23834
C: 4.28555 0.75539 -0.13751
C: 5.37424 0.34606 0.85545
H: 5.91078 -0.53418 0.50903
H: 6.08501 1.16001 0.96804
H: 4.93771 0.12996 1.82795
C: 4.88188 1.11589 -1.50016
H: 4.08525 1.31895 -2.21206
H: 5.49852 0.30965 -1.89045
H: 5.50105 2.00326 -1.40358
H: 3.76822 1.63963 0.25740
H: 4.56767 -1.53243 -1.09437
H: 2.85610 -1.73889 -1.50365
H: 3.78347 -2.10299 1.35713
H: 4.00776 -3.41637 0.19551
H: 1.61858 -3.59818 -0.21101
H: 1.87053 -3.56877 1.54676
H: 1.18260 0.64257 -0.26084
H: -0.06391 3.95024 -0.61973
H: 1.30685 2.86522 -0.98433
H: 1.77891 4.23617 1.04390

=====

#x
DFT (ωB97M-V with the def2-TZVPD basis set) results for a cluster of 3 separate species, C20H28N2O5 in total.

Summary:
* LUMO level: -1.7 eV
* HOMO level: -9.327 eV
* Kohn-Sham gap: 0.279 Eh
* SMILES: O=C1C=CC(=O)C=C1.O=C1C=CC(=O)C=C1.NCCCCCCOCCN
* multiplicity: 1

Positions of all 55 atoms, in Å:
N: -0.64746 -3.55120 1.30726
C: -0.27662 -3.87610 -0.09335
C: 1.23396 -4.13650 -0.16317
C: 1.83452 -3.66546 -1.48611
C: 1.34585 -4.45862 -2.70831
C: 1.51557 -3.58406 -3.96720
C: 0.37757 -2.54203 -4.05194
O: 0.76702 -1.19869 -3.84321
C: 1.73011 -0.72163 -4.76380
C: 1.46697 0.72581 -5.16863
N: 2.69113 1.39251 -5.63986
H: -1.57747 -3.14581 1.31846
H: -0.64178 -4.40830 1.84750
H: -0.79460 -4.78243 -0.40926
H: -0.55813 -3.01899 -0.69831
H: 1.68654 -3.54822 0.62997
H: 1.43210 -5.19853 -0.02697
H: 2.91884 -3.75926 -1.46708
H: 1.57463 -2.61741 -1.62773
H: 0.30568 -4.75822 -2.60003
H: 1.96627 -5.34569 -2.81865
H: 2.48662 -3.11058 -3.86884
H: 1.46811 -4.21602 -4.85106
H: -0.33192 -2.76225 -3.25716
H: -0.18042 -2.65989 -4.98573
H: 2.71511 -0.74848 -4.28630
H: 1.80652 -1.35317 -5.65285
H: 0.72968 0.79700 -5.96045
H: 1.12984 1.25672 -4.28291
H: 3.42740 1.26276 -4.95186
H: 3.02993 0.91289 -6.47039
C: 0.23948 -0.57625 2.20389
C: 1.29365 -0.04869 2.82290
C: 1.31288 1.37706 3.23148
O: 2.27464 1.85865 3.79404
C: 0.11279 2.20080 2.92956
C: -0.93820 1.67210 2.30868
C: -0.95583 0.24664 1.90151
O: -1.92064 -0.23482 1.33922
H: 0.19126 -1.61854 1.88986
H: 2.17896 -0.62784 3.05494
H: 0.14730 3.23917 3.23382
H: -1.81884 2.25286 2.06931
C: -3.03471 4.18624 4.23038
C: -3.96187 4.62546 5.07743
C: -4.06273 6.06318 5.43209
O: -4.90630 6.46211 6.20465
C: -3.09064 6.99247 4.80562
C: -2.16338 6.55283 3.95908
C: -2.06399 5.11679 3.60402
O: -1.21400 4.72454 2.82811
H: -2.94608 3.14150 3.96352
H: -4.67984 3.96418 5.54523
H: -3.18128 8.03636 5.07703
H: -1.44419 7.21306 3.49160

=====

Which of them is most stable? Easy: #w.

=====

#w
DFT (ωB97M-V with the def2-TZVPD basis set) results for the ion C4H9N2S with charge +1.

Summary:
* LUMO level: -4.7 eV
* HOMO level: -13.052 eV
* Kohn-Sham gap: 0.308 Eh
* SMILES: C=[N+](C)/N=C/SC
* multiplicity: 1
* charge: +1

Positions of all 16 atoms, in Å:
C: -1.78173 -0.99171 0.87366
C: 0.80603 0.01750 0.10089
C: -2.64231 1.17806 -0.52186
C: 3.48308 -0.26415 -0.21532
N: -0.29756 0.62394 0.29670
N: -1.47853 0.02652 0.17209
S: 2.22261 1.00674 0.05148
H: -1.08003 -1.60055 1.31644
H: -2.80203 -1.15671 0.86174
H: 0.76805 -1.04430 -0.10633
H: -3.47028 0.51112 -0.93961
H: -1.99291 1.54597 -1.29990
H: -2.91705 1.76145 0.25066
H: 3.71251 -0.81940 0.68507
H: 4.38198 0.21811 -0.61423
H: 3.08817 -1.01261 -0.91149

=====

#x
DFT (ωB97M-V with the def2-TZVPD basis set) results for a structure of composition C4H9N2S.

Summary:
* LUMO level: -3.5 eV
* HOMO level: -12.976 eV
* Kohn-Sham gap: 0.347 Eh
* multiplicity: 1
* charge: +1

Positions of all 16 atoms, in Å:
C: -0.38358 1.19618 -2.13008
C: 1.42362 0.36741 0.87605
C: 0.48208 -0.75679 1.14470
C: -0.13386 -0.97651 2.49654
N: -0.31995 0.06392 -1.39390
N: -0.97080 1.22329 -3.31933
S: -0.23370 0.63808 0.15376
H: 1.65904 0.98870 1.87295
H: 2.24103 0.30482 0.27932
H: 0.42781 -1.67623 0.53564
H: -0.28792 0.03110 2.96609
H: 0.48386 -1.55602 3.15734
H: -1.05461 -1.42160 2.47785
H: -0.69638 -0.88840 -1.52331
H: -1.21456 2.10182 -3.77662
H: -1.42208 0.36024 -3.81701

=====

#y
DFT (ωB97M-V with the def2-TZVPD basis set) results for the ion C4H9N2S with charge +1.

Summary:
* LUMO level (alpha / beta): -5.7 / -5.7 eV
* HOMO level (alpha / beta): -13.685 / -13.685 eV
* Kohn-Sham gap (alpha / beta): 0.294 / 0.294 Eh
* SMILES: C/N=C/C=[NH+]\SC
* multiplicity: 1
* charge: +1

Positions of all 16 atoms, in Å:
C: -0.07790 0.74593 -0.46213
C: -1.12608 -0.24362 -0.62950
C: -3.29953 -0.93905 -1.07670
C: 3.28025 0.40026 1.60248
N: 1.09367 0.64986 0.13915
N: -2.21630 -0.02195 -1.20739
S: 1.76136 -0.50531 1.15544
H: -0.10606 1.60027 -1.06775
H: -0.84376 -1.28253 -0.19802
H: -3.49664 -1.14822 -2.14237
H: -4.37131 -0.59485 -0.61881
H: -3.03146 -1.83916 -0.56489
H: 4.12361 0.33486 0.94861
H: 3.60462 0.11666 2.68114
H: 2.84064 1.38151 1.68524
H: 1.86491 1.34535 -0.24449

=====

Which of them is most stable? Easy: #y.

=====

#w
DFT (ωB97M-V with the def2-TZVPD basis set) results for a cluster of 2 separate species, C4H9N2S in total.

Summary:
* LUMO level: -4.4 eV
* HOMO level: -13.144 eV
* Kohn-Sham gap: 0.323 Eh
* multiplicity: 1
* charge: +1

Positions of all 16 atoms, in Å:
C: -2.30620 0.77346 0.10777
C: 2.89511 -1.06039 -0.46078
C: -1.38945 0.26749 -0.68996
C: 1.37468 0.43833 0.56027
N: 2.44350 -0.24673 0.33540
N: -0.45924 -0.65428 -0.14513
S: 1.11261 2.08210 -0.13163
H: -2.99269 1.58295 -0.33872
H: -2.31695 0.41783 1.06448
H: 2.38483 -1.52627 -1.18292
H: 4.02299 -1.19268 -0.33729
H: -1.40077 0.64499 -1.63288
H: 1.10496 0.25509 1.53339
H: -0.25965 -1.32131 -0.87159
H: -0.64121 -1.08353 0.74486
H: 0.22784 2.59721 0.89173

=====

#x
DFT (ωB97M-V with the def2-TZVPD basis set) results for the ion C4H9N2S with charge +1.

Summary:
* LUMO level: -4.8 eV
* HOMO level: -13.149 eV
* Kohn-Sham gap: 0.306 Eh
* SMILES: CC(C)=[NH+]C(N)=S
* multiplicity: 1
* charge: +1

Positions of all 16 atoms, in Å:
C: -1.68370 0.33085 -0.02615
C: 0.61129 -0.23776 -0.16349
C: 1.82323 -0.18243 -0.99010
C: 0.63985 -1.07556 1.04592
N: -0.32256 0.62498 -0.46331
N: -2.30432 1.35925 0.52529
S: -2.15087 -1.14541 -0.41542
H: 2.73267 -0.66570 -0.56688
H: 2.09486 0.77342 -1.48638
H: 1.62515 -0.87705 -1.86753
H: -0.39598 -1.12569 1.53217
H: 1.39093 -0.66831 1.73611
H: 1.11499 -1.92842 0.82557
H: 0.01325 1.36619 -1.06910
H: -1.92377 2.32992 0.49749
H: -3.26502 1.12171 0.88582

=====

Which of them is most stable? Easy: #x.

=====

#w
DFT (ωB97M-V with the def2-TZVPD basis set) results for a cluster of 2 separate species, C4H9N2S in total.

Summary:
* LUMO level (alpha / beta): -4.2 / -4.6 eV
* HOMO level (alpha / beta): -11.616 / -11.661 eV
* Kohn-Sham gap (alpha / beta): 0.271 / 0.258 Eh
* multiplicity: 1
* charge: +1

Positions of all 16 atoms, in Å:
C: 1.73493 -0.19612 0.96297
C: 0.65695 1.70350 0.18141
C: -0.23694 0.50243 0.41792
C: -2.89330 -0.38353 0.76712
N: 1.95698 0.98712 0.36441
N: 0.51700 -0.53843 0.96469
S: -1.89694 0.78268 0.08788
H: 2.55001 -0.72492 1.38607
H: 0.64533 2.29700 -0.79914
H: 0.52638 2.60448 0.91480
H: -1.05313 -1.33029 -1.67182
H: -1.28172 -0.88799 -2.18117
H: -3.93749 -0.36221 0.55835
H: -2.58560 -1.33926 1.23511
H: 2.88949 1.28950 0.08889
H: 0.21594 -1.27108 1.53382

=====

#x
DFT (ωB97M-V with the def2-TZVPD basis set) results for a cluster of 2 separate species, C4H9N2S in total.

Summary:
* LUMO level (alpha / beta): -6.2 / -4.8 eV
* HOMO level (alpha / beta): -12.228 / -12.851 eV
* Kohn-Sham gap (alpha / beta): 0.221 / 0.295 Eh
* multiplicity: 1
* charge: +1

Positions of all 16 atoms, in Å:
C: 0.28983 -1.43295 -1.57885
C: -0.02618 -0.34027 0.47601
C: -0.41731 -0.49306 1.89252
C: -0.06177 3.74649 -0.06441
N: 0.25454 -1.48573 -0.23510
N: 0.39171 -2.60686 -2.17103
S: -0.00685 1.04709 -0.49872
H: 0.48711 -0.22919 2.57572
H: -0.64525 -1.47265 2.13945
H: -1.12868 0.17027 2.16675
H: 0.05193 4.17181 -1.13298
H: 0.64359 4.12170 0.66171
H: -0.98403 3.37003 0.34269
H: 0.43565 -2.29066 0.24843
H: 0.23286 -3.54822 -1.69262
H: 0.48283 -2.72780 -3.12957

=====

#y
DFT (ωB97M-V with the def2-TZVPD basis set) results for the ion C4H9N2S with charge +1.

Summary:
* LUMO level (alpha / beta): -5.6 / -6.5 eV
* HOMO level (alpha / beta): -13.592 / -13.646 eV
* Kohn-Sham gap (alpha / beta): 0.292 / 0.264 Eh
* SMILES: C=[N+](C)S/C=N/C
* multiplicity: 1
* charge: +1

Positions of all 16 atoms, in Å:
C: -3.05520 -0.14469 -0.55129
C: 0.76962 1.30853 0.06283
C: 2.90487 0.42864 -0.24016
C: -0.94620 -1.28115 0.44658
N: 1.48716 0.31098 -0.12756
N: -1.63781 -0.06439 0.08304
S: -1.01740 1.46371 0.17560
H: -3.52685 0.75898 -0.46938
H: -3.27622 -1.18713 -0.70020
H: 1.05028 2.29420 0.17709
H: 3.05057 0.09100 -1.32140
H: 3.20521 -0.34542 0.53454
H: 3.09110 1.52838 -0.11627
H: 0.06082 -1.52388 0.11049
H: -1.48280 -2.22062 0.35173
H: -0.67715 -1.41714 1.58436

=====

Which of them is most stable? Easy: #w.